Record 1
{
  "formula": "C4H7N2O",
  "method": "wB97M-V/def2-TZVPD",
  "symbols": ["C", "N", "C", "C", "C", "N", "O", "H", "H", "H", "H", "H", "H", "H"],
  "positions_angstrom": [[2.470, 0.218, -0.425], [1.049, -0.081, -0.567], [0.251, 0.580, 0.149], [-1.072, 0.344, 0.400], [-1.626, -1.090, 0.311], [-2.173, -0.061, -0.650], [-3.397, 0.336, -0.396], [2.896, 1.048, 0.287], [2.870, -0.728, -0.262], [2.954, 0.429, -1.404], [0.710, 1.387, 0.687], [-1.625, 0.875, 1.208], [-0.958, -1.631, -0.307], [-2.350, -1.626, 0.968]],
  "lowdin_charge": [-0.193, -0.026, -0.267, -0.289, -0.131, -0.265, -0.369, 0.094, 0.023, 0.056, 0.092, 0.122, 0.055, 0.099],
  "smiles": "C/N=C/[C@@H]1CN1[O-]",
  "homo_energy_ev": [-1.98, -1.98],
  "total_charge": -1,
  "spin_multiplicity": 1,
  "homo_lumo_gap_ev": [5.880, 5.881],
  "e_lumo_ev": [3.9, 3.9],
  "energy_ev": -9285.005
}

---

Record 2
{
  "formula": "C5H9NO",
  "method": "wB97M-V/def2-TZVPD",
  "symbols": ["C", "C", "O", "C", "N", "C", "C", "H", "H", "H", "H", "H", "H", "H", "H", "H"],
  "positions_angstrom": [[0.509, 0.154, -1.257], [-0.660, -0.026, -0.450], [-1.798, -0.641, -0.940], [0.366, -0.623, 0.452], [-0.024, 0.176, 1.619], [0.430, 1.522, 1.349], [-0.806, 1.011, 0.676], [0.525, -0.509, -2.131], [0.865, -2.201, -1.338], [1.054, 1.073, -1.402], [-2.022, -1.311, -0.279], [1.188, -1.302, 0.551], [0.488, -2.534, -0.793], [1.407, 1.567, 0.880], [0.260, 2.216, 2.171], [-1.783, 1.427, 0.893]],
  "lowdin_charge": [0.042, -0.574, 0.042, -0.131, 0.004, -0.097, -0.140, 0.073, 0.069, 0.080, 0.116, 0.082, 0.082, 0.109, 0.108, 0.137],
  "homo_energy_ev": -8.49,
  "total_charge": 0,
  "spin_multiplicity": 1,
  "homo_lumo_gap_ev": 9.500,
  "e_lumo_ev": 1.0,
  "energy_ev": -8862.088
}

---

Record 3
{
  "formula": "C23H57O8S6",
  "method": "wB97M-V/def2-TZVPD",
  "symbols": ["C", "C", "C", "C", "C", "C", "C", "C", "C", "O", "C", "C", "O", "H", "H", "H", "H", "H", "H", "H", "H", "H", "H", "H", "H", "H", "H", "H", "H", "H", "H", "H", "H", "H", "C", "S", "O", "C", "H", "H", "H", "H", "H", "H", "C", "S", "O", "C", "H", "H", "H", "H", "H", "H", "C", "S", "O", "C", "H", "H", "H", "H", "H", "H", "C", "S", "O", "C", "H", "H", "H", "H", "H", "H", "C", "S", "O", "C", "H", "H", "H", "H", "H", "H", "C", "S", "O", "C", "H", "H", "H", "H", "H", "H"],
  "positions_angstrom": [[2.113, 0.069, -1.368], [1.794, -0.116, 0.207], [0.490, 0.684, 0.684], [-0.799, 0.367, -0.192], [-1.805, 1.619, 0.022], [-3.171, 1.460, -0.767], [-4.181, 2.688, -0.660], [-4.005, 3.624, 0.617], [-3.352, 5.057, 0.282], [-1.932, 4.999, 0.043], [-1.599, 4.973, -1.305], [-0.032, 4.949, -1.630], [-2.368, 4.923, -2.265], [1.671, 1.092, -1.672], [1.476, -0.706, -1.929], [2.676, 0.269, 0.814], [1.707, -1.241, 0.412], [0.657, 1.808, 0.773], [0.255, 0.316, 1.743], [-0.607, 0.262, -1.299], [-1.365, -0.546, 0.186], [-2.052, 1.609, 1.138], [-1.202, 2.539, -0.233], [-3.656, 0.476, -0.465], [-2.902, 1.336, -1.872], [-5.231, 2.235, -0.581], [-4.212, 3.346, -1.583], [-5.064, 3.883, 0.972], [-3.504, 3.135, 1.504], [-3.951, 5.611, -0.496], [-3.480, 5.655, 1.250], [0.248, 3.898, -1.968], [0.234, 5.702, -2.433], [0.550, 5.193, -0.680], [-4.671, -3.635, 1.040], [-3.623, -2.195, 1.325], [-3.117, -1.742, -0.004], [-2.284, -3.092, 2.136], [-5.561, -3.311, 0.503], [-4.135, -4.374, 0.441], [-4.965, -4.067, 1.996], [-1.895, -3.863, 1.470], [-2.654, -3.543, 3.059], [-1.489, -2.384, 2.373], [4.783, -1.550, -3.942], [3.268, -0.797, -4.566], [2.159, -1.767, -4.332], [3.721, -0.911, -6.314], [4.705, -1.620, -2.857], [4.904, -2.550, -4.365], [5.637, -0.923, -4.205], [3.911, -1.951, -6.586], [4.610, -0.305, -6.500], [2.891, -0.527, -6.909], [3.614, -3.222, 4.670], [2.688, -2.949, 3.144], [2.037, -4.245, 2.778], [4.131, -2.748, 2.081], [2.903, -3.409, 5.475], [4.272, -4.086, 4.558], [4.199, -2.331, 4.904], [4.758, -3.640, 2.129], [4.699, -1.872, 2.398], [3.787, -2.601, 1.056], [2.395, 8.663, -0.974], [2.084, 7.662, -2.444], [3.167, 6.640, -2.525], [2.474, 8.958, -3.638], [2.248, 8.037, -0.095], [3.421, 9.035, -0.987], [1.692, 9.497, -0.947], [3.495, 9.312, -3.484], [1.769, 9.783, -3.524], [2.382, 8.540, -4.641], [-8.031, -1.018, 2.051], [-8.107, -2.459, 3.134], [-7.170, -3.482, 2.581], [-9.780, -2.954, 2.674], [-7.043, -0.567, 2.147], [-8.192, -1.322, 1.015], [-8.790, -0.295, 2.353], [-9.832, -3.137, 1.600], [-10.483, -2.169, 2.957], [-10.027, -3.870, 3.210], [5.912, -6.402, 0.492], [5.853, -6.740, 2.264], [6.273, -5.494, 2.972], [7.256, -7.875, 2.287], [5.135, -5.676, 0.255], [6.887, -5.991, 0.224], [5.727, -7.324, -0.061], [8.148, -7.373, 1.907], [7.028, -8.750, 1.676], [7.428, -8.189, 3.317]],
  "lowdin_charge": [-0.259, -0.378, -0.252, -0.206, -0.211, -0.194, -0.200, -0.171, -0.186, -0.045, -0.458, 0.002, 0.049, -0.045, -0.047, 0.052, 0.067, 0.095, 0.084, 0.100, 0.071, 0.105, 0.087, 0.082, 0.119, 0.095, 0.096, 0.104, 0.103, 0.125, 0.122, 0.103, 0.040, 0.088, -0.289, 0.808, -0.553, -0.256, 0.038, 0.059, 0.032, 0.064, 0.051, 0.049, -0.290, 0.749, -0.560, -0.302, 0.026, 0.044, 0.043, 0.043, 0.040, 0.038, -0.277, 0.788, -0.573, -0.259, 0.042, 0.042, 0.050, 0.021, 0.058, 0.046, -0.265, 0.789, -0.526, -0.273, 0.051, 0.055, 0.050, 0.054, 0.049, 0.050, -0.264, 0.820, -0.559, -0.276, 0.051, 0.061, 0.051, 0.057, 0.049, 0.047, -0.262, 0.811, -0.562, -0.280, 0.053, 0.059, 0.052, 0.055, 0.049, 0.046],
  "homo_energy_ev": -0.98,
  "total_charge": -1,
  "spin_multiplicity": 1,
  "homo_lumo_gap_ev": 2.808,
  "e_lumo_ev": 1.8,
  "energy_ev": -106158.440
}

---

Record 4
{
  "formula": "C5H11O3",
  "method": "wB97M-V/def2-TZVPD",
  "symbols": ["C", "C", "O", "O", "H", "H", "H", "C", "C", "C", "O", "H", "H", "H", "H", "H", "H", "H", "H"],
  "positions_angstrom": [[-0.828, -1.860, 2.533], [-0.018, -2.527, 1.448], [0.595, -1.854, 0.559], [0.051, -3.772, 1.451], [-1.086, -0.845, 2.187], [-0.452, -1.812, 3.546], [-1.854, -2.303, 2.643], [0.632, 0.920, -1.126], [-0.571, 0.689, -2.057], [0.958, 2.483, -0.954], [0.178, 0.700, 0.172], [1.520, 0.361, -1.369], [-1.322, 0.147, -1.458], [0.328, 3.109, -1.646], [0.778, 2.933, 0.146], [1.996, 2.734, -1.194], [0.303, -0.274, 0.428], [-0.165, -0.247, -2.567], [-1.045, 1.419, -2.742]],
  "lowdin_charge": [-0.044, -0.752, -0.094, -0.083, 0.058, 0.056, 0.074, -0.481, -0.072, -0.076, -0.152, 0.121, 0.073, 0.049, 0.108, 0.034, 0.033, 0.082, 0.065],
  "homo_energy_ev": -4.21,
  "total_charge": -1,
  "spin_multiplicity": 1,
  "homo_lumo_gap_ev": 8.015,
  "e_lumo_ev": 3.8,
  "energy_ev": -11506.403
}